{
  "formula": "C2H10N4",
  "method": "wB97M-V/def2-TZVPD",
  "symbols": ["N", "C", "N", "H", "H", "H", "H", "H", "H", "N", "C", "N", "H", "H", "H", "H"],
  "positions_angstrom": [[0.6514, -0.5890, -0.3984], [0.8665, -0.5159, -1.8215], [1.9459, 0.4264, -2.1977], [1.2645, -1.2455, 0.0665], [-0.3234, -0.7310, -0.1259], [1.0609, -1.4733, -2.3201], [0.0091, -0.1504, -2.3944], [1.7558, 1.2791, -1.6749], [2.7792, 0.1387, -1.6855], [-0.6977, 1.1495, 1.7861], [-1.7035, 0.2627, 1.9998], [-1.9370, -0.6663, 1.1353], [-0.6907, 2.0999, 2.1060], [0.0160, 0.8559, 1.1236], [-2.1986, 0.2882, 2.9687], [-2.7981, -1.1290, 1.4324]],
  "forces_ev_per_angstrom": [[-0.42, 0.32, 0.10], [0.41, 0.49, -1.18], [0.23, -0.30, 0.86], [-0.18, -0.12, -0.10], [0.23, -0.34, -0.09], [0.37, -0.06, 0.33], [-0.38, 0.05, 0.73], [-0.39, 0.22, -0.32], [0.19, -0.35, -0.38], [0.70, -0.18, 0.14], [0.24, -0.59, -0.83], [-0.75, 0.66, 0.77], [-0.09, -0.23, 0.37], [-0.27, 0.35, -0.26], [-0.40, 0.55, -0.11], [0.51, -0.47, -0.02]],
  "de_lowest_kj_mol": 62.7,
  "e_tot_ha": -301.2042,
  "homo_lumo_gap_ha": 0.3714,
  "e_lumo_ev": 1.03,
  "smiles": "[H]/N=C/N.NCN"
}

---

{
  "formula": "C22H24Cl3N6O3",
  "method": "wB97M-V/def2-TZVPD",
  "symbols": ["O", "O", "O", "Cl", "Cl", "Cl", "C", "C", "C", "C", "C", "C", "C", "C", "C", "C", "C", "C", "C", "C", "C", "C", "C", "C", "N", "N", "N", "N", "N", "N", "C", "C", "C", "C", "H", "H", "H", "H", "H", "H", "H", "H", "H", "H", "H", "H", "H", "H", "H", "H", "H", "H", "H", "H", "H", "H", "H", "H"],
  "positions_angstrom": [[-1.3059, -0.3297, -0.8882], [0.4914, 2.6979, -2.5068], [1.0196, -1.0638, 1.5092], [3.2989, -4.1726, -4.1004], [-6.7628, 3.4504, 1.2339], [-7.7506, 0.4418, 1.6639], [-2.0826, -1.2728, -0.8699], [1.2052, 2.4652, -1.5469], [1.6275, -0.4803, 0.6138], [2.5608, 2.3619, 3.6592], [1.6603, 1.5304, 3.0524], [2.3032, 0.5616, 4.9341], [1.2005, -4.5506, -2.3977], [1.3056, -2.4093, -3.5046], [-4.4896, 2.3391, 0.2396], [0.0398, -4.1479, -1.7275], [0.1494, -2.0042, -2.8303], [-3.6623, 1.2745, -0.1269], [-5.3415, -0.2792, 0.6203], [1.8422, -3.6784, -3.2795], [-5.7462, 2.0996, 0.7957], [-6.1759, 0.7815, 0.9861], [-0.4884, -2.8669, -1.9229], [-4.0765, -0.0570, 0.0602], [2.9499, 1.7447, 4.8376], [-1.6588, -2.5336, -1.2351], [-3.3379, -1.1934, -0.3004], [2.3259, -1.1880, -0.2784], [0.8892, 1.4948, -0.6893], [1.5181, 0.4108, 3.8470], [2.4719, 3.2738, -1.3417], [3.1892, -0.6770, -1.3462], [0.9604, 1.7663, 1.7340], [1.6063, 1.0637, 0.5212], [2.8908, 3.3267, 3.2871], [2.4241, -0.1689, 5.7307], [1.6081, -5.5460, -2.2449], [1.7865, -1.7398, -4.2121], [-4.1649, 3.3633, 0.0790], [-0.4439, -4.8431, -1.0487], [-0.2565, -1.0188, -3.0397], [-2.7121, 1.5293, -0.5799], [-5.7084, -1.2871, 0.7771], [3.6109, 2.1213, 5.5125], [-2.2192, -3.3042, -0.8930], [-3.8381, -2.0722, -0.2573], [2.2119, -2.1893, -0.2143], [0.0362, 0.9894, -0.9219], [0.9921, -0.4181, 3.5630], [2.4528, 3.7498, -0.3648], [2.5200, 4.0427, -2.1133], [3.3378, 2.6220, -1.4354], [3.9348, 0.0113, -0.9461], [3.7089, -1.5085, -1.8278], [2.5915, -0.1638, -2.1019], [-0.0752, 1.4286, 1.8237], [0.9303, 2.8413, 1.5488], [2.6456, 1.3808, 0.4635]],
  "forces_ev_per_angstrom": [[-0.36, 0.32, -0.51], [-0.14, -0.13, 0.06], [-0.29, 0.31, 0.53], [-0.26, 0.10, 0.16], [0.33, -0.40, -0.13], [0.63, 0.04, -0.25], [0.96, 0.43, 1.17], [0.47, 1.40, -1.43], [-0.37, -0.13, 0.34], [-0.52, -0.42, -0.21], [0.17, 0.54, -0.71], [0.03, 0.15, -0.45], [-0.08, 0.19, -0.07], [-0.19, -0.24, 0.27], [-0.27, -0.68, 0.11], [0.50, 0.14, -0.31], [0.07, -0.15, -0.05], [0.03, 0.15, -0.03], [-0.12, 0.33, 0.09], [-0.45, 0.15, 0.28], [-0.11, 0.12, 0.06], [0.19, 0.02, -0.10], [0.82, -0.11, -0.41], [-0.49, 0.95, 0.22], [-0.66, -0.72, -0.32], [-1.42, -0.06, 0.27], [0.42, -1.02, -0.67], [0.57, 0.30, -0.63], [0.08, -1.60, 1.45], [1.04, 0.80, 0.97], [-0.29, -0.16, 0.00], [-0.36, 0.11, 0.02], [-0.07, -0.85, 0.61], [-0.26, 0.39, -0.79], [0.10, -0.28, 0.48], [-0.05, 0.33, -0.26], [-0.10, 0.16, 0.01], [-0.11, -0.09, 0.10], [-0.06, -0.21, 0.02], [0.03, 0.07, -0.03], [0.04, -0.18, 0.13], [-0.08, -0.31, 0.05], [0.03, 0.01, -0.02], [-0.28, -0.26, -0.16], [0.20, 0.04, -0.27], [-0.13, 0.31, -0.03], [-0.08, 0.05, 0.11], [0.05, -0.07, 0.11], [0.14, 0.13, -0.09], [0.24, 0.06, 0.18], [-0.08, -0.17, 0.12], [0.21, 0.03, 0.14], [0.03, -0.03, -0.01], [-0.14, 0.09, 0.20], [0.11, 0.00, -0.01], [0.02, 0.00, -0.08], [0.11, -0.11, -0.06], [0.16, 0.16, -0.18]],
  "e_tot_ha": -2787.4654,
  "total_charge": 1,
  "homo_lumo_gap_ha": 0.2783,
  "e_lumo_ev": -2.88
}

---

{
  "formula": "C26H42AlF7N6O8S3Sb",
  "method": "wB97M-V/def2-TZVPD",
  "symbols": ["Al", "F", "C", "F", "F", "S", "O", "O", "N", "S", "O", "O", "C", "F", "F", "F", "F", "C", "C", "C", "C", "C", "C", "C", "H", "H", "H", "H", "H", "H", "C", "C", "S", "O", "O", "C", "C", "N", "C", "N", "C", "C", "N", "O", "O", "C", "H", "H", "H", "H", "H", "H", "H", "H", "H", "H", "H", "H", "H", "C", "C", "N", "C", "C", "C", "C", "N", "H", "H", "H", "H", "H", "H", "H", "H", "H", "H", "H", "H", "H", "H", "C", "Sb", "C", "C", "H", "H", "H", "H", "H", "H", "H", "H", "H"],
  "positions_angstrom": [[-0.2261, 0.0147, -0.3987], [-1.0914, 2.4188, 3.1219], [-1.8253, 2.8114, 2.0861], [-2.4117, 3.9601, 2.3589], [-2.7363, 1.8890, 1.8092], [-0.7099, 3.0324, 0.6263], [0.0297, 1.7573, 0.5139], [0.0951, 4.1709, 0.8729], [-1.7346, 3.2249, -0.5346], [-2.0841, 2.2434, -1.6800], [-3.4640, 2.0021, -1.8723], [-1.2045, 1.0445, -1.6969], [-1.5074, 3.1583, -3.1879], [-0.3123, 3.7031, -2.9685], [-2.3841, 4.0922, -3.4868], [-1.4066, 2.2942, -4.2009], [-6.7513, -2.0974, 0.7621], [-5.4447, -1.7889, 0.8148], [-4.8290, -1.2815, -0.3087], [-3.4771, -0.9691, -0.2392], [-2.7407, -1.1470, 0.9270], [-1.2682, -0.8141, 1.0554], [-3.4124, -1.6600, 2.0399], [-4.7561, -1.9853, 1.9976], [-5.4016, -1.1238, -1.2118], [-3.0072, -0.5720, -1.1295], [-0.7265, -1.7213, 1.3573], [-1.1311, -0.1607, 1.9248], [-2.8667, -1.8043, 2.9652], [-5.2737, -2.3820, 2.8597], [0.0555, -2.9522, -9.3281], [0.1534, -2.8840, -7.8104], [-0.4137, -4.4230, -7.1037], [0.4876, -5.4621, -7.5092], [-1.8283, -4.5293, -7.3436], [-0.2104, -4.2098, -5.3298], [-1.3951, -3.4752, -4.7201], [-1.1104, -3.0442, -3.3459], [-0.6839, -1.8136, -3.0034], [-0.5515, -1.7011, -1.6793], [-0.9002, -2.9143, -1.1488], [-1.2331, -3.7468, -2.1642], [-1.6344, -5.1241, -2.0535], [-1.7658, -5.7571, -3.0858], [-1.7579, -5.5529, -0.9290], [-0.4203, -0.7555, -4.0128], [0.3866, -2.0077, -9.7563], [-0.9719, -3.1309, -9.6397], [0.6837, -3.7515, -9.7159], [-0.4831, -2.0943, -7.4059], [1.1814, -2.7372, -7.4766], [0.7320, -3.6880, -5.1517], [-0.1233, -5.2212, -4.9335], [-2.2730, -4.1114, -4.7094], [-1.6468, -2.5805, -5.2863], [-0.9158, -3.1263, -0.0943], [-1.3478, -0.4254, -4.4829], [0.2446, -1.1240, -4.7962], [0.0358, 0.1014, -3.5364], [5.7342, 1.3337, -2.3226], [4.4613, 1.1689, -3.1376], [3.4626, 0.3226, -2.4680], [3.7293, -1.1196, -2.4818], [4.2696, -1.6772, -1.1694], [2.3907, 0.8203, -1.8438], [2.1910, 2.3026, -1.8262], [1.5204, 0.0314, -1.2497], [6.4120, 2.0226, -2.8248], [6.2578, 0.3860, -2.2007], [5.5142, 1.7338, -1.3320], [4.6782, 0.7012, -4.0999], [4.0184, 2.1345, -3.3589], [4.4553, -1.2905, -3.2756], [2.8175, -1.6450, -2.7884], [5.2176, -1.2091, -0.9103], [4.4357, -2.7496, -1.2682], [3.5847, -1.5205, -0.3343], [1.9759, 2.6795, -2.8270], [3.0875, 2.8033, -1.4628], [1.3727, 2.5552, -1.1678], [1.7895, -0.9421, -1.3176], [3.7333, 0.9841, 1.4090], [2.2017, -0.3983, 1.9894], [1.7545, 0.5367, 3.8548], [3.4867, -1.9100, 2.7897], [4.4786, 1.0556, 2.1998], [3.2903, 1.9675, 1.2520], [4.2236, 0.6643, 0.4893], [2.6753, 0.6393, 4.4275], [1.0453, -0.0670, 4.4180], [1.3259, 1.5209, 3.6876], [4.2515, -1.4447, 3.4094], [3.9659, -2.4814, 1.9969], [2.8999, -2.5927, 3.4013]],
  "forces_ev_per_angstrom": [[-0.19, 0.05, -0.44], [-0.01, 0.00, -0.06], [-0.01, -0.01, 0.09], [0.03, -0.05, -0.05], [0.06, 0.03, -0.01], [0.01, -0.04, 0.10], [-0.03, 0.00, 0.03], [0.04, 0.04, 0.00], [-0.06, 0.00, -0.05], [0.06, 0.16, -0.18], [-0.06, -0.07, 0.01], [0.07, -0.07, 0.13], [-0.06, -0.07, 0.02], [-0.12, -0.05, -0.03], [0.10, 0.01, 0.03], [-0.01, 0.07, 0.08], [0.01, 0.00, 0.00], [0.01, 0.02, -0.03], [-0.05, -0.02, 0.05], [0.05, 0.00, -0.04], [-0.01, -0.03, 0.01], [0.18, 0.05, 0.11], [0.01, -0.01, 0.01], [-0.02, 0.00, -0.02], [-0.01, -0.01, -0.02], [0.02, 0.00, 0.00], [-0.03, 0.04, 0.01], [-0.02, 0.00, 0.01], [0.01, 0.00, 0.00], [0.00, 0.00, 0.01], [-0.03, -0.03, -0.01], [-0.03, 0.01, 0.08], [0.01, 0.01, 0.06], [0.04, 0.01, 0.01], [-0.01, 0.00, 0.00], [0.03, 0.04, -0.06], [-0.07, -0.01, -0.04], [0.05, 0.04, 0.15], [-0.04, -0.02, -0.05], [-0.02, 0.09, 0.04], [-0.07, -0.11, 0.02], [-0.09, 0.05, 0.05], [0.28, -0.10, 0.02], [-0.10, 0.06, 0.06], [-0.09, 0.05, -0.10], [0.02, -0.04, -0.05], [0.01, 0.00, -0.01], [0.00, -0.01, -0.01], [0.00, 0.00, -0.01], [0.00, 0.01, 0.02], [0.01, -0.03, 0.01], [0.02, -0.01, -0.06], [-0.02, -0.01, -0.01], [0.01, 0.00, -0.04], [0.01, 0.00, 0.02], [0.02, 0.01, -0.08], [-0.01, 0.02, 0.01], [-0.01, 0.00, 0.00], [0.07, 0.06, 0.03], [0.00, 0.02, 0.00], [0.00, -0.01, -0.01], [-0.01, -0.01, 0.02], [0.02, -0.01, -0.04], [-0.02, -0.01, 0.01], [0.06, -0.07, 0.12], [0.01, -0.03, -0.02], [-0.11, 0.09, -0.09], [0.00, 0.00, -0.02], [0.00, -0.01, 0.00], [0.00, 0.02, 0.00], [0.01, 0.02, 0.02], [0.00, 0.01, 0.01], [-0.02, -0.01, 0.00], [0.03, 0.00, 0.00], [0.01, 0.00, 0.01], [0.00, -0.01, -0.01], [0.00, -0.03, -0.07], [0.01, -0.03, 0.03], [0.01, 0.00, 0.02], [-0.02, 0.02, -0.01], [0.02, -0.03, -0.01], [0.02, 0.02, -0.01], [-0.05, -0.09, 0.13], [0.07, -0.04, 0.02], [0.05, 0.05, 0.03], [0.01, 0.02, 0.00], [-0.02, 0.03, 0.00], [-0.01, 0.00, 0.02], [-0.01, 0.00, 0.02], [-0.01, -0.01, 0.00], [-0.03, 0.06, -0.03], [0.02, -0.01, 0.02], [0.01, 0.00, -0.02], [-0.01, -0.02, 0.01]],
  "de_lowest_kj_mol": 0.0,
  "e_tot_ha": -4322.4937,
  "total_charge": 1,
  "homo_lumo_gap_ha": 0.2880,
  "e_lumo_ev": -3.17
}

---

{
  "formula": "C23H26BaClIN4O4Te",
  "method": "wB97M-V/def2-TZVPD",
  "symbols": ["Ba", "C", "O", "C", "C", "C", "C", "C", "C", "O", "C", "O", "C", "H", "H", "H", "H", "H", "H", "H", "H", "H", "Cl", "C", "C", "C", "I", "C", "O", "C", "N", "C", "C", "C", "C", "H", "H", "H", "H", "Te", "C", "N", "C", "C", "N", "N", "C", "C", "H", "H", "H", "H", "H", "H", "H", "H", "H", "H", "H", "H", "H"],
  "positions_angstrom": [[-0.4935, 0.5865, -0.7378], [6.5347, 0.2390, 0.8173], [5.9504, 0.3983, 2.0954], [4.5821, 0.3818, 2.1646], [4.0484, 0.6379, 3.4435], [2.6866, 0.6349, 3.5879], [1.7910, 0.4098, 2.5256], [0.3490, 0.5096, 2.7262], [-0.2661, 0.3952, 4.1093], [-0.4514, 0.6766, 1.8129], [2.3316, 0.1338, 1.2116], [1.6211, -0.1165, 0.1878], [3.7655, 0.1335, 1.0934], [7.6078, 0.3547, 0.9521], [6.1761, 0.9933, 0.1139], [6.3310, -0.7497, 0.3993], [4.7150, 0.8392, 4.2715], [2.2902, 0.8554, 4.5704], [0.4354, 0.3219, 4.9356], [-0.8813, -0.5067, 4.0910], [-0.9396, 1.2382, 4.2597], [4.1496, -0.0842, 0.1083], [-1.3551, 6.8385, -5.4964], [-1.2021, 5.2877, -4.6830], [-1.0202, 4.1577, -5.4346], [-0.8961, 2.9012, -4.8321], [-0.6039, 1.2040, -6.0114], [-0.9625, 2.7119, -3.4372], [-0.8778, 1.6119, -2.8439], [-1.1311, 3.9434, -2.6545], [-1.1368, 3.7845, -1.3118], [-1.2789, 4.8435, -0.5520], [-1.4305, 6.1439, -1.0659], [-1.4179, 6.3307, -2.4203], [-1.2578, 5.2198, -3.2702], [-0.9728, 4.2408, -6.5128], [-1.2853, 4.6712, 0.5204], [-1.5535, 6.9798, -0.3888], [-1.5281, 7.3163, -2.8519], [-3.3207, -0.8255, -1.2365], [-2.4951, -2.7448, 2.3637], [-2.4856, -3.6939, 1.2649], [-3.8139, -3.9143, 0.6990], [-1.3761, -3.6697, 0.4593], [-0.3760, -2.9229, 0.7412], [-1.4435, -4.5582, -0.6373], [-1.4449, -5.9610, -0.2895], [-0.5998, -4.2182, -1.7575], [-3.2480, -3.0642, 3.0914], [-2.7413, -1.7449, 1.9908], [-1.5116, -2.7165, 2.8316], [-4.2963, -2.9538, 0.4913], [-4.4142, -4.5041, 1.4057], [-3.7420, -4.4388, -0.2486], [0.4163, -3.1328, 0.1454], [-2.2268, -6.1718, 0.4391], [-0.4812, -6.2930, 0.1357], [-1.6389, -6.5529, -1.1873], [0.4722, -4.4223, -1.5821], [-0.7394, -3.1615, -1.9908], [-0.9165, -4.8041, -2.6225]],
  "forces_ev_per_angstrom": [[-1.48, -0.50, 0.02], [-0.07, -0.01, 0.11], [0.16, 0.03, -0.14], [-0.11, -0.03, 0.00], [0.11, -0.01, -0.04], [-0.14, 0.00, -0.03], [0.07, -0.01, -0.13], [0.01, -0.04, 0.13], [0.04, -0.10, 0.06], [0.13, 0.26, 0.65], [-0.02, -0.08, -0.04], [1.45, -0.18, 0.76], [-0.10, -0.02, 0.04], [0.02, 0.00, 0.04], [-0.04, 0.05, 0.00], [-0.04, -0.04, 0.01], [-0.01, -0.01, -0.02], [-0.03, -0.01, 0.00], [0.00, -0.01, -0.01], [0.01, 0.01, -0.01], [0.01, 0.02, 0.00], [0.02, 0.00, -0.04], [0.00, 0.01, 0.02], [0.00, -0.04, -0.01], [0.00, -0.11, 0.09], [-0.03, 0.11, -0.06], [-0.01, 0.08, 0.04], [-0.04, 0.16, 0.01], [0.29, 0.65, -1.54], [0.00, 0.15, -0.11], [0.10, 0.03, -0.02], [-0.05, 0.00, 0.00], [-0.01, 0.00, 0.06], [-0.01, 0.00, 0.07], [0.03, -0.24, -0.04], [0.00, -0.01, 0.01], [0.01, 0.03, -0.01], [0.00, 0.00, 0.01], [0.00, 0.02, 0.00], [-0.34, -0.18, -0.04], [0.03, -0.07, 0.02], [-0.09, -0.06, 0.07], [-0.02, -0.07, 0.10], [-0.21, 0.13, -0.05], [0.28, 0.08, 0.22], [0.07, -0.08, -0.06], [0.01, 0.03, -0.03], [0.03, -0.01, 0.00], [0.01, 0.01, -0.02], [0.00, 0.07, -0.02], [-0.05, -0.02, -0.01], [0.02, -0.02, -0.01], [0.04, -0.01, 0.02], [0.02, 0.02, 0.02], [0.00, 0.04, -0.09], [0.00, 0.03, 0.02], [0.01, 0.00, -0.02], [-0.02, 0.00, 0.01], [-0.01, -0.02, 0.01], [-0.05, -0.02, -0.01], [0.00, 0.00, -0.01]],
  "de_lowest_kj_mol": 176.0,
  "e_tot_ha": -2463.5266,
  "total_charge": -2,
  "homo_lumo_gap_ha": 0.1129,
  "e_lumo_ev": 3.89
}